No. 1
DFT (the ωB97M-V functional and the def2-TZVPD basis) results for C19H41N9O9PSY as an isolated structure.

```
81
Properties=species:S:1:pos:R:3
Y -0.293 -0.540 0.455
O 3.441 -2.161 2.402
C 2.333 -1.538 2.099
O 1.692 -1.732 1.078
C 1.880 -0.530 3.129
O 1.079 0.454 2.509
C 1.852 1.516 1.906
C 2.193 1.230 0.428
O 3.318 1.369 0.012
O 1.155 0.852 -0.269
H 3.667 -2.818 1.723
H 2.735 -0.100 3.650
H 1.263 -1.060 3.858
H 2.773 1.687 2.460
H 1.224 2.405 1.947
C -0.485 0.255 -5.838
C -0.908 1.326 -4.915
N -1.810 2.260 -5.164
N -1.889 2.975 -4.057
C -1.053 2.554 -3.078
S -0.866 3.160 -1.545
N -0.419 1.484 -3.660
N 0.450 0.607 -3.059
H -1.122 0.269 -6.718
H -0.561 -0.713 -5.337
H 0.550 0.400 -6.156
H -2.509 3.772 -4.000
H 1.206 0.391 -3.699
H 0.814 0.947 -2.155
C -2.114 0.456 4.067
N -2.764 1.546 3.350
C -3.564 2.418 4.204
P -2.728 1.715 1.726
O -1.405 1.241 1.161
N -3.981 0.893 1.055
C -5.113 0.353 1.798
C -4.147 0.880 -0.387
N -2.923 3.303 1.333
C -1.851 4.244 1.638
C -4.215 3.928 1.086
H -1.463 0.866 4.843
H -1.515 -0.143 3.391
H -2.856 -0.192 4.541
H -2.935 2.855 4.981
H -4.367 1.857 4.689
H -4.012 3.225 3.628
H -4.917 0.389 2.866
H -5.272 -0.689 1.515
H -6.028 0.915 1.588
H -3.226 1.211 -0.873
H -4.961 1.537 -0.711
H -4.375 -0.135 -0.723
H -0.915 3.709 1.788
H -2.074 4.821 2.541
H -1.724 4.948 0.812
H -5.007 3.183 1.053
H -4.199 4.467 0.135
H -4.456 4.647 1.874
C 1.796 -3.769 -1.717
N 0.566 -3.652 -2.488
C 0.324 -4.730 -3.447
C -0.690 -4.313 -4.490
C -1.904 -3.737 -3.793
N -1.490 -2.639 -2.920
C -2.514 -1.693 -2.512
C -0.336 -2.700 -2.209
O -0.114 -1.841 -1.309
H 2.655 -3.700 -2.385
H 1.822 -4.739 -1.216
H 1.847 -2.980 -0.977
H -0.017 -5.619 -2.908
H 1.279 -4.978 -3.910
H -0.974 -5.172 -5.096
H -0.255 -3.565 -5.156
H -2.419 -4.508 -3.210
H -2.618 -3.341 -4.513
H -3.201 -1.548 -3.345
H -2.061 -0.733 -2.267
H -3.080 -2.045 -1.646
O -2.127 -1.489 0.800
O -1.254 -1.837 1.722
```

Calculated values
* gap between HOMO and LUMO (alpha / beta): 8.489 / 5.255 eV
* lowest unoccupied orbital energy (alpha / beta): -5.63 / -8.86 eV
* spin multiplicity: 1
* ΔE to the lowest compared entry with this formula, charge and spin: 6.225 eV
* net charge: +2
* HOMO energy (alpha / beta): -14.1 / -14.1 eV

No. 2
DFT (the ωB97M-V functional and the def2-TZVPD basis) results for a 2-piece molecular cluster, C35H31NP overall.

```
68
Properties=species:S:1:pos:R:3
C -1.294 -4.966 1.203
C -0.472 -4.837 2.329
C -0.038 -3.576 2.738
C -0.396 -2.438 1.988
P 0.407 -0.856 2.379
C 2.066 -0.991 1.651
C 3.041 -0.017 1.940
C 4.232 0.012 1.214
C 4.491 -0.957 0.237
C 3.557 -1.969 -0.006
C 2.359 -1.996 0.707
C -0.454 0.393 1.391
C -1.659 0.889 1.910
C -2.297 1.962 1.295
C -1.776 2.495 0.110
C -0.619 1.950 -0.453
C 0.058 0.914 0.192
C 0.215 -0.433 4.079
C 1.366 -0.281 4.851
N 2.288 -0.147 5.578
C -1.299 -2.562 0.920
C -1.730 -3.827 0.518
H -1.607 -5.955 0.867
H -0.161 -5.719 2.891
H 0.593 -3.467 3.623
H 2.855 0.717 2.727
H 4.960 0.801 1.411
H 5.423 -0.933 -0.328
H 3.752 -2.739 -0.754
H 1.641 -2.796 0.520
H -2.072 0.441 2.818
H -3.202 2.382 1.739
H -2.277 3.338 -0.367
H -0.232 2.339 -1.395
H 0.979 0.510 -0.234
H -0.680 -0.844 4.556
H -1.651 -1.672 0.393
H -2.402 -3.914 -0.335
C -6.611 0.737 4.744
C -5.139 0.878 4.980
C -4.451 1.986 4.466
C -3.080 2.110 4.621
C -2.349 1.150 5.370
C -0.942 1.335 5.663
C -0.519 1.510 7.017
C 0.779 2.030 7.315
C 1.132 2.406 8.598
C 0.241 2.247 9.669
C 0.612 2.665 11.060
C -1.015 1.683 9.416
C -1.394 1.312 8.136
C -3.051 0.020 5.866
C -4.418 -0.107 5.668
H -7.044 0.026 5.452
H -7.119 1.701 4.850
H -6.825 0.371 3.731
H -5.015 2.752 3.927
H -2.543 2.968 4.203
H -0.316 1.766 4.877
H 1.498 2.125 6.502
H 2.120 2.818 8.804
H 0.135 2.009 11.797
H 1.696 2.630 11.214
H 0.280 3.691 11.272
H -1.698 1.534 10.253
H -2.394 0.903 7.986
H -2.502 -0.737 6.433
H -4.942 -0.984 6.057
```

Calculated values
* gap between HOMO and LUMO: 5.682 eV
* lowest unoccupied orbital energy: -4.74 eV
* spin multiplicity: 1
* ΔE to the lowest compared entry with this formula, charge and spin: 1.476 eV
* net charge: +1
* HOMO energy: -10.4 eV

No. 3
DFT (the ωB97M-V functional and the def2-TZVPD basis) results for a 2-piece molecular cluster, C22H28FNO5 overall.

```
57
Properties=species:S:1:pos:R:3
C -1.143 4.037 9.059
C -1.443 2.982 8.021
O -0.125 2.464 7.635
C 0.008 1.534 6.644
O -0.606 1.573 5.599
C 0.975 0.433 7.108
F 0.341 0.023 8.260
C 2.301 1.153 7.517
O 3.172 0.478 8.043
O 2.331 2.488 7.390
C 3.590 3.144 7.718
C 3.290 4.581 8.058
C 1.212 -0.894 6.355
C 2.469 -1.403 5.970
C 2.629 -2.776 5.821
C 1.576 -3.680 6.107
O 1.785 -5.016 5.872
C 0.667 -5.924 6.056
C 0.308 -3.148 6.465
C 0.120 -1.778 6.401
H -2.049 4.625 9.222
H -0.845 3.552 9.997
H -0.336 4.712 8.746
H -2.016 2.136 8.431
H -1.950 3.411 7.145
H 4.030 2.614 8.571
H 4.239 3.080 6.840
H 4.202 5.183 8.009
H 2.561 5.039 7.380
H 2.908 4.658 9.083
H 3.304 -0.750 5.756
H 3.581 -3.177 5.491
H 1.017 -6.880 5.671
H 0.436 -6.016 7.126
H -0.246 -5.636 5.509
H -0.519 -3.817 6.698
H -0.884 -1.380 6.477
C 2.732 0.293 16.620
C 2.567 0.429 15.141
C 2.534 -0.703 14.320
C 2.674 -0.521 12.938
C 2.343 -1.614 11.979
N 2.998 0.668 12.447
C 2.595 1.726 13.123
C 2.184 2.918 12.322
C 2.458 1.675 14.519
H 2.790 -0.774 16.874
H 3.667 0.773 16.955
H 1.904 0.759 17.176
H 2.375 -1.707 14.704
H 2.514 -2.586 12.453
H 1.274 -1.545 11.702
H 2.898 -1.528 11.036
H 1.829 3.702 13.001
H 2.989 3.299 11.679
H 1.366 2.641 11.630
H 2.230 2.596 15.049
```

Calculated values
* gap between HOMO and LUMO: 9.153 eV
* lowest unoccupied orbital energy: 0.79 eV
* spin multiplicity: 1
* ΔE to the lowest compared entry with this formula, charge and spin: 0.000 eV
* HOMO energy: -8.4 eV
* SMILES string: CCOC(=O)C(F)(C(=O)OCC)c1ccc(OC)cc1.Cc1cc(C)nc(C)c1

No. 4
DFT (the ωB97M-V functional and the def2-TZVPD basis) results for C4H6AlF12O3P2 as an isolated structure.

```
28
Properties=species:S:1:pos:R:3
Al 35.837 -4.785 -14.807
P 42.046 -7.583 -15.036
F 42.751 -7.434 -13.521
F 43.479 -7.112 -15.703
F 42.599 -8.997 -15.184
F 41.209 -7.575 -16.474
F 40.663 -8.112 -14.442
F 41.437 -6.117 -14.750
P 35.287 -6.944 -8.644
F 36.111 -7.766 -9.805
F 34.478 -8.199 -8.119
F 36.531 -7.223 -7.559
F 34.429 -5.957 -7.563
F 36.108 -5.657 -9.329
F 34.165 -6.688 -9.719
C 33.971 -8.385 -25.626
C 35.055 -9.013 -24.747
C 36.459 -8.451 -24.822
O 36.857 -8.503 -23.527
C 35.795 -8.418 -22.666
O 35.729 -8.061 -21.480
O 34.689 -8.814 -23.368
H 34.392 -8.202 -26.614
H 33.642 -7.424 -25.230
H 33.125 -9.072 -25.626
H 35.104 -10.062 -25.040
H 36.597 -7.443 -25.213
H 36.926 -9.098 -25.565
```

Calculated values
* gap between HOMO and LUMO: 1.157 eV
* lowest unoccupied orbital energy: -12.63 eV
* spin multiplicity: 1
* net charge: +1
* HOMO energy: -13.8 eV

No. 5
DFT (the ωB97M-V functional and the def2-TZVPD basis) results for a 4-piece molecular cluster, C22H34F3IN3O10 overall.

```
73
Properties=species:S:1:pos:R:3
C -1.159 -1.167 3.899
C -1.876 -1.994 2.828
C -2.748 -1.201 1.852
I -4.547 -0.490 2.771
C -1.994 -0.095 1.141
C -1.742 1.289 1.762
C -1.327 2.087 0.508
N -1.432 3.528 0.640
C -2.305 1.529 -0.496
C -2.771 2.205 -1.722
C -1.729 1.958 -2.856
C -2.100 0.731 -3.693
C -1.035 0.244 -4.676
N 0.340 0.227 -4.108
C 0.374 -0.541 -2.893
C 1.293 -0.037 -1.816
O -0.352 -1.487 -2.702
N -2.672 0.352 -0.114
H -0.254 -0.698 3.502
H -1.806 -0.366 4.267
H -0.887 -1.792 4.744
H -1.144 -2.559 2.239
H -2.522 -2.727 3.314
H -3.096 -1.900 1.086
H -1.016 -0.494 0.833
H -2.678 1.701 2.147
H -0.981 1.281 2.541
H -0.304 1.747 0.282
H -1.311 3.984 -0.259
H -0.690 3.874 1.237
H -3.736 1.799 -2.037
H -2.880 3.272 -1.528
H -0.723 1.897 -2.433
H -1.729 2.844 -3.491
H -2.971 1.020 -4.294
H -2.426 -0.103 -3.066
H -1.012 0.881 -5.564
H -1.318 -0.760 -5.006
H 0.923 -0.279 -4.774
H 1.908 0.785 -2.183
H 1.905 -0.845 -1.418
H 0.656 0.364 -1.027
H -3.360 -0.217 -0.593
C 4.160 -0.939 1.197
C 3.329 -2.095 1.719
O 2.783 -1.564 2.912
C 2.705 -0.213 2.772
O 2.051 0.504 3.451
O 3.443 0.188 1.711
F 4.069 -3.188 2.000
H 5.171 -0.978 1.604
H 4.203 -0.889 0.113
H 2.504 -2.394 1.067
C 2.471 -4.909 5.753
C 1.190 -4.104 5.827
O 0.201 -5.075 5.576
C 0.694 -6.297 5.954
O 0.045 -7.274 6.078
O 2.028 -6.202 6.167
F 1.115 -3.147 4.863
H 2.833 -4.959 4.725
H 3.259 -4.549 6.407
H 1.002 -3.636 6.795
C 0.361 4.247 -6.320
C 1.821 3.978 -6.004
O 1.929 4.414 -4.656
C 0.709 4.322 -4.081
O 0.490 4.374 -2.915
O -0.239 4.128 -5.024
F 2.660 4.693 -6.777
H 0.222 5.263 -6.692
H -0.079 3.535 -7.012
H 2.107 2.926 -6.052
```

Calculated values
* gap between HOMO and LUMO: 8.918 eV
* lowest unoccupied orbital energy: -3.32 eV
* spin multiplicity: 1
* net charge: +1
* HOMO energy: -12.2 eV

No. 6
DFT (the ωB97M-V functional and the def2-TZVPD basis) results for an isolated ion of composition C6H10ClN2 and charge +1.

```
19
Properties=species:S:1:pos:R:3
C -1.195 1.981 -0.654
C -1.080 0.937 0.456
N -2.271 -0.062 0.520
C -0.964 -0.505 0.109
C -0.326 -1.622 -0.209
N 1.001 -1.762 -0.128
C 1.863 -0.621 0.256
C 3.116 -0.537 -0.099
Cl 4.169 0.788 0.180
H -2.147 1.927 -1.218
H -1.114 2.943 -0.073
H -0.316 2.023 -1.230
H -0.740 1.244 1.377
H -3.155 0.001 -0.072
H -2.533 -0.412 1.445
H -0.850 -2.527 -0.395
H 1.423 -2.530 -0.614
H 1.451 0.065 0.956
H 3.668 -1.332 -0.606
```

Calculated values
* gap between HOMO and LUMO: 8.965 eV
* lowest unoccupied orbital energy: -3.15 eV
* spin multiplicity: 1
* ΔE to the lowest compared entry with this formula, charge and spin: 3.296 eV
* net charge: +1
* HOMO energy: -12.1 eV
* SMILES string: C[C@H]1[NH2+]/C1=C/N/C=C/Cl

What did the second record say?
DFT (the ωB97M-V functional and the def2-TZVPD basis) results for a 2-piece molecular cluster, C35H31NP overall.

```
68
Properties=species:S:1:pos:R:3
C -1.294 -4.966 1.203
C -0.472 -4.837 2.329
C -0.038 -3.576 2.738
C -0.396 -2.438 1.988
P 0.407 -0.856 2.379
C 2.066 -0.991 1.651
C 3.041 -0.017 1.940
C 4.232 0.012 1.214
C 4.491 -0.957 0.237
C 3.557 -1.969 -0.006
C 2.359 -1.996 0.707
C -0.454 0.393 1.391
C -1.659 0.889 1.910
C -2.297 1.962 1.295
C -1.776 2.495 0.110
C -0.619 1.950 -0.453
C 0.058 0.914 0.192
C 0.215 -0.433 4.079
C 1.366 -0.281 4.851
N 2.288 -0.147 5.578
C -1.299 -2.562 0.920
C -1.730 -3.827 0.518
H -1.607 -5.955 0.867
H -0.161 -5.719 2.891
H 0.593 -3.467 3.623
H 2.855 0.717 2.727
H 4.960 0.801 1.411
H 5.423 -0.933 -0.328
H 3.752 -2.739 -0.754
H 1.641 -2.796 0.520
H -2.072 0.441 2.818
H -3.202 2.382 1.739
H -2.277 3.338 -0.367
H -0.232 2.339 -1.395
H 0.979 0.510 -0.234
H -0.680 -0.844 4.556
H -1.651 -1.672 0.393
H -2.402 -3.914 -0.335
C -6.611 0.737 4.744
C -5.139 0.878 4.980
C -4.451 1.986 4.466
C -3.080 2.110 4.621
C -2.349 1.150 5.370
C -0.942 1.335 5.663
C -0.519 1.510 7.017
C 0.779 2.030 7.315
C 1.132 2.406 8.598
C 0.241 2.247 9.669
C 0.612 2.665 11.060
C -1.015 1.683 9.416
C -1.394 1.312 8.136
C -3.051 0.020 5.866
C -4.418 -0.107 5.668
H -7.044 0.026 5.452
H -7.119 1.701 4.850
H -6.825 0.371 3.731
H -5.015 2.752 3.927
H -2.543 2.968 4.203
H -0.316 1.766 4.877
H 1.498 2.125 6.502
H 2.120 2.818 8.804
H 0.135 2.009 11.797
H 1.696 2.630 11.214
H 0.280 3.691 11.272
H -1.698 1.534 10.253
H -2.394 0.903 7.986
H -2.502 -0.737 6.433
H -4.942 -0.984 6.057
```

Calculated values
* gap between HOMO and LUMO: 5.682 eV
* lowest unoccupied orbital energy: -4.74 eV
* spin multiplicity: 1
* ΔE to the lowest compared entry with this formula, charge and spin: 1.476 eV
* net charge: +1
* HOMO energy: -10.4 eV

spin multiplicity of number 5 (C22H34F3IN3O10)?
1

spin multiplicity of number 2 (C35H31NP)?
1

Please write out number 1 again, unchanged.
DFT (the ωB97M-V functional and the def2-TZVPD basis) results for C19H41N9O9PSY as an isolated structure.

```
81
Properties=species:S:1:pos:R:3
Y -0.293 -0.540 0.455
O 3.441 -2.161 2.402
C 2.333 -1.538 2.099
O 1.692 -1.732 1.078
C 1.880 -0.530 3.129
O 1.079 0.454 2.509
C 1.852 1.516 1.906
C 2.193 1.230 0.428
O 3.318 1.369 0.012
O 1.155 0.852 -0.269
H 3.667 -2.818 1.723
H 2.735 -0.100 3.650
H 1.263 -1.060 3.858
H 2.773 1.687 2.460
H 1.224 2.405 1.947
C -0.485 0.255 -5.838
C -0.908 1.326 -4.915
N -1.810 2.260 -5.164
N -1.889 2.975 -4.057
C -1.053 2.554 -3.078
S -0.866 3.160 -1.545
N -0.419 1.484 -3.660
N 0.450 0.607 -3.059
H -1.122 0.269 -6.718
H -0.561 -0.713 -5.337
H 0.550 0.400 -6.156
H -2.509 3.772 -4.000
H 1.206 0.391 -3.699
H 0.814 0.947 -2.155
C -2.114 0.456 4.067
N -2.764 1.546 3.350
C -3.564 2.418 4.204
P -2.728 1.715 1.726
O -1.405 1.241 1.161
N -3.981 0.893 1.055
C -5.113 0.353 1.798
C -4.147 0.880 -0.387
N -2.923 3.303 1.333
C -1.851 4.244 1.638
C -4.215 3.928 1.086
H -1.463 0.866 4.843
H -1.515 -0.143 3.391
H -2.856 -0.192 4.541
H -2.935 2.855 4.981
H -4.367 1.857 4.689
H -4.012 3.225 3.628
H -4.917 0.389 2.866
H -5.272 -0.689 1.515
H -6.028 0.915 1.588
H -3.226 1.211 -0.873
H -4.961 1.537 -0.711
H -4.375 -0.135 -0.723
H -0.915 3.709 1.788
H -2.074 4.821 2.541
H -1.724 4.948 0.812
H -5.007 3.183 1.053
H -4.199 4.467 0.135
H -4.456 4.647 1.874
C 1.796 -3.769 -1.717
N 0.566 -3.652 -2.488
C 0.324 -4.730 -3.447
C -0.690 -4.313 -4.490
C -1.904 -3.737 -3.793
N -1.490 -2.639 -2.920
C -2.514 -1.693 -2.512
C -0.336 -2.700 -2.209
O -0.114 -1.841 -1.309
H 2.655 -3.700 -2.385
H 1.822 -4.739 -1.216
H 1.847 -2.980 -0.977
H -0.017 -5.619 -2.908
H 1.279 -4.978 -3.910
H -0.974 -5.172 -5.096
H -0.255 -3.565 -5.156
H -2.419 -4.508 -3.210
H -2.618 -3.341 -4.513
H -3.201 -1.548 -3.345
H -2.061 -0.733 -2.267
H -3.080 -2.045 -1.646
O -2.127 -1.489 0.800
O -1.254 -1.837 1.722
```

Calculated values
* gap between HOMO and LUMO (alpha / beta): 8.489 / 5.255 eV
* lowest unoccupied orbital energy (alpha / beta): -5.63 / -8.86 eV
* spin multiplicity: 1
* ΔE to the lowest compared entry with this formula, charge and spin: 6.225 eV
* net charge: +2
* HOMO energy (alpha / beta): -14.1 / -14.1 eV